No. 1
Molecular formula: CH6S2
Method: DFT, ωB97M-V with the def2-TZVPD basis set

```
! RIJCOSX wB97M-V def2-TZVPD def2/J DEFGRID3
* xyz 0 1
C -0.59525 -0.62078 -1.69062
H -0.22116 0.08475 -2.44501
H -1.70535 -0.52893 -1.61961
H -0.27145 -0.39459 -0.67256
H -0.47247 -1.58086 -2.19503
S 1.59103 -0.14169 1.90451
S 0.58465 1.26687 3.03136
H 1.87344 0.82043 0.99640
H -0.78344 1.09480 2.69056
*
```

Summary:
Electronic energy, a.u.: -838.04027
Kohn-Sham gap, eV: 9.9
LUMO, hartree: 0.011
Structure (SMILES): SS.C
Max |F|, eV Å⁻¹: 2.02
M, g/mol: 82.19
Relative energy (zero: lowest compared OMol25 entry of this formula, charge and spin), kJ/mol: 37.9

No. 2
Molecular formula: CH6S2Si
Method: DFT, ωB97M-V with the def2-TZVPD basis set

```
! RIJCOSX wB97M-V def2-TZVPD def2/J DEFGRID3
* xyz 0 1
C 0.66791 -0.69750 0.27714
Si -0.52644 0.79356 0.19428
S 2.37229 0.11052 0.13312
S -2.77614 -0.15593 0.19090
H 0.54127 -1.02356 1.23080
H 0.77366 -1.46042 -0.49863
H -0.23407 1.80772 -1.01377
H -0.34540 1.34348 1.56686
H 3.05133 -0.71298 0.95936
H -2.60478 -0.57089 -1.08152
*
```

Summary:
Electronic energy, a.u.: -1127.53769
Kohn-Sham gap, eV: 9.8
LUMO, hartree: 0.017
Structure (SMILES): SC[SiH2]S
Max |F|, eV Å⁻¹: 4.29
M, g/mol: 110.28
Relative energy (zero: lowest compared OMol25 entry of this formula, charge and spin), kJ/mol: 38.1

No. 3
Molecular formula: CH6S3
Method: DFT, ωB97M-V with the def2-TZVPD basis set

```
! RIJCOSX wB97M-V def2-TZVPD def2/J DEFGRID3
* xyz 1 2
S 2.02482 -0.73205 -2.67429
H 0.65391 -0.60334 -2.89643
H 1.89991 -0.33394 -1.41088
C -1.37125 0.59995 0.54346
S -0.70135 0.52206 2.24265
S 0.60040 -1.14783 1.76768
H -0.67260 0.83358 -0.32120
H -2.06793 1.40556 0.68006
H -2.11770 -0.16549 0.32654
H 1.75180 -0.37852 1.74241
*
```

Summary:
Expectation value of S²: 0.7546
Electronic energy, a.u.: -1235.88164
Kohn-Sham gap (alpha / beta), eV: 6.7 / 3.4
LUMO (alpha / beta), hartree: -0.221 / -0.344
Max |F|, eV Å⁻¹: 3.52
M, g/mol: 114.26
Relative energy (zero: lowest compared OMol25 entry of this formula, charge and spin), kJ/mol: 110.1

No. 4
Molecular formula: CH6S4
Method: DFT, ωB97M-V with the def2-TZVPD basis set

```
! RIJCOSX wB97M-V def2-TZVPD def2/J DEFGRID3
* xyz 0 1
S -1.27389 1.24089 -1.29859
S -1.16713 -0.55241 -2.50831
H -1.35275 0.54696 -0.14546
H -1.97070 -1.08430 -1.67396
C 2.19505 0.54510 0.47792
S 1.33980 0.33690 2.01307
S 0.00408 -1.17341 1.64506
H 2.05667 -0.29924 -0.23897
H 3.24092 0.77078 0.58498
H 1.79793 1.43059 0.01101
H 0.61196 -2.26697 0.97527
*
```

Summary:
Electronic energy, a.u.: -1634.40273
Kohn-Sham gap, eV: 8.6
LUMO, hartree: 0.000
Structure (SMILES): CSS.SS
Max |F|, eV Å⁻¹: 2.15
M, g/mol: 146.33
Relative energy (zero: lowest compared OMol25 entry of this formula, charge and spin), kJ/mol: 82.4

No. 5
Molecular formula: CH6S4
Method: DFT, ωB97M-V with the def2-TZVPD basis set

```
! RIJCOSX wB97M-V def2-TZVPD def2/J DEFGRID3
* xyz 0 1
S 1.68256 -2.59891 1.32304
S 2.18225 -0.63956 0.81983
H 0.69009 -2.94112 0.51707
H 1.47672 -0.25091 1.94448
C -0.70017 0.02000 -1.15673
S 0.13156 1.34582 -0.17339
S -1.77880 2.34143 0.25468
H -1.09003 0.54709 -2.06766
H 0.01061 -0.70271 -1.58283
H -1.51927 -0.48567 -0.69590
H -1.08553 3.36454 0.81742
*
```

Summary:
Electronic energy, a.u.: -1634.40226
Kohn-Sham gap, eV: 8.2
LUMO, hartree: -0.001
Structure (SMILES): CSS.SS
Max |F|, eV Å⁻¹: 2.46
M, g/mol: 146.33
Relative energy (zero: lowest compared OMol25 entry of this formula, charge and spin), kJ/mol: 83.6

No. 6
Molecular formula: CH6S6Si
Method: DFT, ωB97M-V with the def2-TZVPD basis set

```
! RIJCOSX wB97M-V def2-TZVPD def2/J DEFGRID3
* xyz 0 1
C 1.50711 -1.37247 1.56055
Si -1.95863 0.41267 -0.70573
S -0.98483 -1.33561 -0.51821
S -3.78768 0.79040 0.31486
S 0.06520 1.84431 -2.95719
S 2.32430 -0.52274 0.09489
S -1.82113 1.95722 -2.18718
S 1.72070 1.33954 0.09568
H 0.62308 -1.07588 1.94466
H 2.29326 -1.40429 2.20747
H 1.51335 -2.29052 0.98244
H 1.26873 -0.89351 -0.74309
H -3.54465 0.79239 1.67116
H 0.78118 1.75850 -1.76030
*
```

Summary:
Electronic energy, a.u.: -2720.31518
Kohn-Sham gap, eV: 7.8
LUMO, hartree: -0.031
Max |F|, eV Å⁻¹: 5.30
M, g/mol: 238.55
Relative energy (zero: lowest compared OMol25 entry of this formula, charge and spin), kJ/mol: 198.7

No. 7
Molecular formula: CH6SSi
Method: DFT, ωB97M-V with the def2-TZVPD basis set

```
! RIJCOSX wB97M-V def2-TZVPD def2/J DEFGRID3
* xyz 0 1
C 1.05318 0.18419 0.44799
Si -0.86044 0.34973 -0.09276
S -1.32407 -0.87179 -1.80780
H 0.98046 -0.64918 1.10047
H 1.87305 -0.01659 -0.18703
H 1.16843 1.03413 1.07935
H -0.91696 1.79483 -0.23848
H -1.55332 -0.00240 1.29394
H -0.42033 -1.82292 -1.59567
*
```

Summary:
Electronic energy, a.u.: -729.36599
Kohn-Sham gap, eV: 10.5
LUMO, hartree: 0.027
Structure (SMILES): C[SiH2]S
Max |F|, eV Å⁻¹: 3.12
M, g/mol: 78.21
Relative energy (zero: lowest compared OMol25 entry of this formula, charge and spin), kJ/mol: 28.1

No. 8
Molecular formula: CH7N2O2P
Method: DFT, ωB97M-V with the def2-TZVPD basis set

```
! RIJCOSX wB97M-V def2-TZVPD def2/J DEFGRID3
* xyz 0 1
C 0.49011 1.70936 0.93293
N 0.55964 -0.56558 -2.51331
N -0.12675 0.89443 1.74805
O 0.30457 -1.99990 1.53675
O -1.84343 -1.48084 0.49324
P -0.22655 -1.07328 0.59646
H 0.70962 1.20759 -0.00665
H 0.86166 2.70968 1.06276
H 1.07801 -1.12928 -1.82142
H -0.28894 -0.39839 -1.98744
H -0.24870 1.06398 2.77238
H -2.40828 -1.13023 -0.07009
H 1.13905 0.19245 -2.74365
*
```

Summary:
Electronic energy, a.u.: -643.61641
Kohn-Sham gap, eV: 8.9
LUMO, hartree: -0.002
Max |F|, eV Å⁻¹: 6.99
M, g/mol: 110.05
Relative energy (zero: lowest compared OMol25 entry of this formula, charge and spin), kJ/mol: 236.6

No. 9
Molecular formula: CH7N2O2P
Method: DFT, ωB97M-V with the def2-TZVPD basis set

```
! RIJCOSX wB97M-V def2-TZVPD def2/J DEFGRID3
* xyz 0 1
C -2.16790 0.46055 0.28892
N 2.58124 0.65169 0.05258
N 1.48541 0.00070 0.30568
O -0.32218 -0.45215 -1.52522
O -0.35188 -1.49052 0.79243
P -0.19079 -0.04506 0.08299
H -2.35761 0.09190 1.27871
H -2.14403 1.52774 0.29409
H -2.82476 0.06583 -0.43881
H 2.97586 1.29155 0.69500
H 2.70679 0.97386 -1.02536
H 0.20190 -1.13780 -1.93895
H 0.40794 -1.93829 1.13794
*
```

Summary:
Electronic energy, a.u.: -643.57287
Kohn-Sham gap (alpha / beta), eV: 7.9 / 7.9
LUMO (alpha / beta), hartree: 0.015 / 0.015
Structure (SMILES): CP(O)(O)=NN
Max |F|, eV Å⁻¹: 5.39
M, g/mol: 110.05
Relative energy (zero: lowest compared OMol25 entry of this formula, charge and spin), kJ/mol: 350.9

No. 10
Molecular formula: CH7N2O2P
Method: DFT, ωB97M-V with the def2-TZVPD basis set

```
! RIJCOSX wB97M-V def2-TZVPD def2/J DEFGRID3
* xyz 0 1
C 0.23485 -0.79136 -0.73847
N -1.21193 1.55594 0.39408
N 1.37281 -0.76598 0.16231
O -2.76769 -0.33407 -0.73516
O -1.33400 -0.91626 1.33993
P -1.45969 -0.11525 -0.02571
H 0.47974 -0.41766 -1.76704
H 0.02018 -1.88266 -0.77538
H -1.91786 2.11899 -0.00930
H -0.32598 1.98315 0.04971
H 0.80821 -1.13875 1.01175
H -2.13872 -1.52330 1.25550
H 1.70990 0.16929 0.21050
*
```

Summary:
Electronic energy, a.u.: -643.69785
Kohn-Sham gap, eV: 9.9
LUMO, hartree: 0.021
Structure (SMILES): NC[P@@](N)(=O)O
Max |F|, eV Å⁻¹: 3.09
M, g/mol: 110.05
Relative energy (zero: lowest compared OMol25 entry of this formula, charge and spin), kJ/mol: 22.8

No. 11
Molecular formula: CH7N2PS
Method: DFT, ωB97M-V with the def2-TZVPD basis set

```
! RIJCOSX wB97M-V def2-TZVPD def2/J DEFGRID3
* xyz 0 1
C -1.34784 -0.24681 -0.04785
N 1.69685 0.22878 1.19319
N -1.98678 -0.48908 -2.63856
P -0.85074 -0.84649 -1.65600
S 0.49536 -2.29706 -1.68900
H -0.58813 -0.45354 0.74229
H -1.87126 0.74949 -0.24146
H -2.10183 -0.87487 0.17133
H 1.49311 0.19144 2.18882
H 2.04724 -0.68098 0.75278
H 2.47444 0.93945 1.01889
H -1.92044 -1.00152 -3.60265
*
```

Summary:
Electronic energy, a.u.: -891.32790
Kohn-Sham gap, eV: 8.9
LUMO, hartree: -0.012
Max |F|, eV Å⁻¹: 3.87
M, g/mol: 110.12
Relative energy (zero: lowest compared OMol25 entry of this formula, charge and spin), kJ/mol: 122.5

No. 12
Molecular formula: CH7N2S
Method: DFT, ωB97M-V with the def2-TZVPD basis set

```
! RIJCOSX wB97M-V def2-TZVPD def2/J DEFGRID3
* xyz 1 3
C -0.36333 -0.07618 0.27505
N 0.91577 1.06794 -0.05093
N 0.27923 -1.20962 -0.43071
S -2.07570 0.27848 -0.23932
H -0.44838 -0.15208 1.28849
H 1.14838 1.54997 0.88176
H 0.50684 1.78482 -0.61643
H 0.46324 -2.00673 0.26843
H 1.25998 -0.75318 -0.66492
H -0.21594 -1.56311 -1.32779
H -2.11200 1.20550 0.67883
*
```

Summary:
Expectation value of S²: 2.0082
Electronic energy, a.u.: -549.50327
Kohn-Sham gap (alpha / beta), eV: 6.0 / 7.8
LUMO (alpha / beta), hartree: -0.131 / -0.289
Max |F|, eV Å⁻¹: 5.91
M, g/mol: 79.15
Relative energy (zero: lowest compared OMol25 entry of this formula, charge and spin), kJ/mol: 95.2

No. 13
Molecular formula: CH7N2S2
Method: DFT, ωB97M-V with the def2-TZVPD basis set

```
! RIJCOSX wB97M-V def2-TZVPD def2/J DEFGRID3
* xyz 1 1
N 1.61350 -0.95532 0.47888
C 0.97117 -1.23719 -0.62778
N -0.30410 -1.03097 -0.81592
H 1.15043 -0.38514 1.17772
H 2.62037 -1.01533 0.47887
H 1.51961 -1.59576 -1.49201
H -0.73159 -1.31346 -1.68274
H -0.82894 -0.40807 -0.20472
S -2.50448 1.42027 0.45017
S -0.69656 1.60851 1.44305
H -2.87641 2.70907 0.30508
H 0.06700 2.20340 0.48943
*
```

Summary:
Electronic energy, a.u.: -947.94979
Kohn-Sham gap, eV: 9.5
LUMO, hartree: -0.136
Max |F|, eV Å⁻¹: 0.59
M, g/mol: 111.22
Relative energy (zero: lowest compared OMol25 entry of this formula, charge and spin), kJ/mol: 14.6

No. 14
Molecular formula: CH7N3
Method: DFT, ωB97M-V with the def2-TZVPD basis set

```
! RIJCOSX wB97M-V def2-TZVPD def2/J DEFGRID3
* xyz 0 1
N -2.07928 -0.60062 -0.05897
H -2.60360 -1.40940 0.26129
H -1.38685 -0.42754 0.66959
H -2.66737 0.21341 -0.15821
N 0.79223 0.00396 -1.13583
C 1.14352 0.55554 0.07019
N 0.67659 0.16293 1.17902
H 1.51379 -0.01327 -1.81577
H 0.02459 -0.64016 -1.16070
H 1.73724 1.47085 -0.02499
H 0.95246 0.77933 1.93520
*
```

Summary:
Electronic energy, a.u.: -206.56266
Kohn-Sham gap, eV: 10.5
LUMO, hartree: 0.042
Structure (SMILES): [H]/N=C/N.N
Max |F|, eV Å⁻¹: 1.10
M, g/mol: 61.09
Relative energy (zero: lowest compared OMol25 entry of this formula, charge and spin), kJ/mol: 4.8

No. 15
Molecular formula: CH7N3
Method: DFT, ωB97M-V with the def2-TZVPD basis set

```
! RIJCOSX wB97M-V def2-TZVPD def2/J DEFGRID3
* xyz 0 1
N -3.64290 0.60139 -2.06387
H -3.43867 0.39983 -3.04145
H -4.22763 -0.15647 -1.71956
H -2.73755 0.60901 -1.64232
N 1.98760 0.15986 0.24631
C 2.17652 -0.42514 1.47121
N 1.44009 -0.14258 2.45405
H 2.42613 -0.25032 -0.56123
H 1.36888 0.92941 0.04733
H 3.01273 -1.12148 1.46957
H 1.63482 -0.60350 3.33997
*
```

Summary:
Electronic energy, a.u.: -206.55299
Kohn-Sham gap, eV: 10.2
LUMO, hartree: 0.033
Structure (SMILES): [H]/N=C/N.N
Max |F|, eV Å⁻¹: 1.07
M, g/mol: 61.09
Relative energy (zero: lowest compared OMol25 entry of this formula, charge and spin), kJ/mol: 30.2

No. 16
Molecular formula: CH7N3O3
Method: DFT, ωB97M-V with the def2-TZVPD basis set

```
! RIJCOSX wB97M-V def2-TZVPD def2/J DEFGRID3
* xyz 0 1
C 1.11660 0.01214 0.69342
N 2.94786 0.18492 -0.78287
N -2.68273 0.84290 0.25608
N -0.41752 -1.58923 0.55468
O 2.21330 0.65895 0.38318
O -2.55350 -0.30436 -0.66829
O 0.74337 -1.07671 0.19896
H 0.45343 0.58840 1.38330
H 3.89316 0.43631 -0.48642
H 2.58346 0.65748 -1.55890
H -2.41631 1.67818 -0.28198
H -3.69433 0.99017 0.39409
H -0.47932 -2.55853 0.07379
H -1.70746 -0.52063 -0.15905
*
```

Summary:
Electronic energy, a.u.: -431.99404
Kohn-Sham gap (alpha / beta), eV: 8.1 / 8.1
LUMO (alpha / beta), hartree: 0.015 / 0.015
Max |F|, eV Å⁻¹: 4.29
M, g/mol: 109.08
Relative energy (zero: lowest compared OMol25 entry of this formula, charge and spin), kJ/mol: 709.3

No. 17
Molecular formula: CH7N4O
Method: DFT, ωB97M-V with the def2-TZVPD basis set

```
! RIJCOSX wB97M-V def2-TZVPD def2/J DEFGRID3
* xyz 1 1
C -0.27802 0.45185 -0.03885
N 1.09070 0.65819 -0.13177
N -0.97314 1.55178 -0.24833
N -0.79005 -0.80219 0.12131
N 2.01098 -0.43549 -0.01998
O -2.14523 -0.72343 0.32111
H -0.45794 2.27666 -0.59401
H -2.02607 1.68930 -0.10165
H -0.41644 -1.27072 0.84495
H 1.76082 -1.17129 -0.63011
H 1.93508 -0.87198 0.94230
H 3.00341 0.01727 -0.14312
H -2.71409 -1.36995 -0.32186
*
```

Summary:
Electronic energy, a.u.: -336.19757
Kohn-Sham gap, eV: 10.0
LUMO, hartree: -0.135
Structure (SMILES): N/C(=N/[NH3+])NO
Max |F|, eV Å⁻¹: 4.71
M, g/mol: 91.09
Relative energy (zero: lowest compared OMol25 entry of this formula, charge and spin), kJ/mol: 158.4

No. 18
Molecular formula: CH7N4P2
Method: DFT, ωB97M-V with the def2-TZVPD basis set

```
! RIJCOSX wB97M-V def2-TZVPD def2/J DEFGRID3
* xyz 1 1
C 0.03318 0.86838 0.66064
N -1.17424 -1.59132 -1.60734
N -0.43516 1.80467 1.45446
N -0.33988 0.71154 -0.61931
N 0.94539 0.00130 1.05522
P 0.12955 -0.79862 -1.46819
P 1.65408 -1.25637 0.01595
H -1.41467 2.07407 1.33277
H 0.15350 1.97174 2.21878
H -0.82641 1.49363 -1.00538
H -1.16888 -2.51343 -1.90973
H 0.96506 -0.23203 2.03224
H 0.73738 -0.12819 -2.64725
H 0.74111 -2.40537 0.48713
*
```

Summary:
Electronic energy, a.u.: -943.78368
Kohn-Sham gap, eV: 9.3
LUMO, hartree: -0.142
Structure (SMILES): N=[P@H]1NC(N)=[NH+]P1
Max |F|, eV Å⁻¹: 2.89
M, g/mol: 137.04
Relative energy (zero: lowest compared OMol25 entry of this formula, charge and spin), kJ/mol: 66.1

No. 19
Molecular formula: CH7N5O
Method: DFT, ωB97M-V with the def2-TZVPD basis set

```
! RIJCOSX wB97M-V def2-TZVPD def2/J DEFGRID3
* xyz 0 1
C -1.21643 0.02582 -0.63557
N -0.19438 -0.45857 0.01362
N 3.08029 0.49001 0.25464
N -2.35731 -0.68130 -0.77311
O -1.17290 1.17189 -1.32596
N 0.94897 0.30733 -0.16792
N 1.93952 -0.16433 0.45136
H -0.24678 1.47825 -1.26018
H -0.72552 -1.09197 1.57502
H -1.21676 -1.22884 2.28201
H 3.76250 0.34544 0.97959
H 3.06468 1.39677 -0.20645
H -2.49894 -1.42371 -0.10956
H -3.16694 -0.16680 -1.07750
*
```

Summary:
Electronic energy, a.u.: -391.21827
Kohn-Sham gap, eV: 9.3
LUMO, hartree: 0.034
Max |F|, eV Å⁻¹: 3.09
M, g/mol: 105.10
Relative energy (zero: lowest compared OMol25 entry of this formula, charge and spin), kJ/mol: 85.8

No. 20
Molecular formula: CH7NO
Method: DFT, ωB97M-V with the def2-TZVPD basis set

```
! RIJCOSX wB97M-V def2-TZVPD def2/J DEFGRID3
* xyz 0 1
C -0.94567 -2.88557 1.14110
N 0.03848 -2.75040 0.08139
H -1.89905 -2.93897 0.58648
H -0.66067 -3.67069 1.86612
H -0.76791 -1.97574 1.64877
H 0.97216 -2.42130 0.56350
H 0.38440 -3.45531 -0.63829
H 0.30041 6.99643 -1.47943
H 1.50265 6.13375 -1.68406
O 1.07519 6.96780 -2.08559
*
```

Summary:
Electronic energy, a.u.: -172.24133
Kohn-Sham gap, eV: 10.0
LUMO, hartree: 0.038
Structure (SMILES): CN.O
Max |F|, eV Å⁻¹: 4.96
M, g/mol: 49.07
Relative energy (zero: lowest compared OMol25 entry of this formula, charge and spin), kJ/mol: 96.7